25
Properties=species:S:1:pos:R:3 method="wB97M-V/def2-TZVPD" charge=0 lumo_ha=-0.0265 gap_ev=6.962 de_lowest_kcal_mol=12.8 homo_ev=-7.682
C -2.6334 1.1309 1.2851
C -1.8633 0.2444 2.2729
S -0.0978 0.6138 2.3930
C 0.6477 -0.7827 1.6058
Nb 1.6473 0.2338 -0.1090
O 3.0108 1.2654 0.6201
C 0.2862 -0.9364 -1.5507
C -0.3045 -0.0822 -2.6772
H -3.2800 0.5250 0.6499
H -1.9487 1.6657 0.6305
H -3.2677 1.8527 1.7960
H -1.9460 -0.8032 1.9988
H -2.2564 0.3536 3.2822
H -0.1088 -1.4887 1.2690
H 1.2956 -1.3690 2.2589
H 0.5616 1.6631 -0.3195
H 2.2842 0.5586 -1.8191
H 2.8259 -1.3211 -0.2345
H 3.6790 1.5747 -0.0186
H 0.8241 -1.7622 -2.0652
H -0.5297 -1.3694 -0.9654
H 0.4854 0.3253 -3.3080
H -0.8067 0.7903 -2.2596
H -1.0185 -0.6293 -3.3003
Li 2.5138 -2.2532 -1.4354

19
Properties=species:S:1:pos:R:3 method="wB97M-V/def2-TZVPD" charge=0 lumo_ha=0.0141 gap_ev=9.540 de_lowest_kcal_mol=38.1 homo_ev=-9.157
C -1.0422 -0.7327 -0.7543
C -1.6143 -0.0701 0.5228
C -0.6857 1.0086 1.0135
O -0.8409 1.3168 2.1944
H -1.2688 -0.4859 -1.7524
H -1.0684 -1.8385 -0.7145
H 0.0932 -0.7359 -0.6973
H -2.6527 0.3648 0.2718
H -1.8393 -0.7031 1.3960
H 0.1617 1.4290 0.5843
O 0.1669 -1.9748 2.7339
H 1.0113 -2.3364 3.0207
H -0.0205 -1.6192 3.5701
O 1.1574 -0.5284 -3.2066
H 1.5919 -1.3725 -3.2103
H 0.6470 -0.3653 -4.0028
O 1.9104 1.6257 -1.6133
H 1.5225 0.9633 -2.1400
H 2.7203 1.9598 -1.9028

18
Properties=species:S:1:pos:R:3 method="wB97M-V/def2-TZVPD" charge=+2 lumo_ha="-0.3200 / -0.4188" spin_multiplicity=3 gap_ev="7.967 / 9.566" de_lowest_kcal_mol=7.8 homo_ev="-16.675 / -20.961"
Pt 0.4056 -0.1285 0.0978
C 2.3783 0.6103 -0.1905
O 3.4535 0.9830 -0.2453
C 1.0942 -1.4607 1.3453
O 1.5414 -2.1815 2.1176
C 0.6725 -1.2857 -1.5881
O 0.9490 -2.0654 -2.4100
C 0.0436 1.2623 1.5765
O -0.0495 2.1145 2.3270
C -1.7927 -0.1252 -0.3796
H -2.3103 0.7762 -0.0108
H -2.0045 -0.4391 -1.4145
C -1.4598 -1.1493 0.5844
H -1.3508 -2.1927 0.2546
H -1.6444 -0.9661 1.6519
O 0.2326 2.2237 -0.9407
H 0.6157 1.9183 -1.7934
H -0.7744 2.1058 -0.9823

31
Properties=species:S:1:pos:R:3 method="wB97M-V/def2-TZVPD" charge=0 lumo_ha="0.0038 / -0.0096" gap_ev="8.138 / 6.068" de_lowest_kcal_mol=150.4 homo_ev="-8.033 / -6.330"
B -0.3670 0.2865 0.9212
C -1.3383 0.2298 1.9285
C -2.3657 1.1837 1.5755
C -2.1451 2.1578 0.6219
C -1.0667 2.2831 -0.1250
C 0.0277 1.2426 -0.2595
C -0.6787 -4.4154 0.8534
C 1.6590 3.0043 0.7164
C 1.0266 -0.3287 -2.2257
C -0.3635 -3.1569 0.2877
C 1.4777 1.8562 -0.2331
C -0.1437 0.4460 -1.6411
H -1.3252 -0.4374 2.7654
H -3.2240 1.3125 2.2202
H -2.9402 2.8334 0.6224
H -1.1011 3.0037 -0.9370
H -1.7866 -4.8006 0.5999
H 0.0480 -5.2872 0.6333
H -0.6481 -4.3642 1.9085
H 1.4540 2.7346 1.9002
H 1.1241 3.8972 0.5598
H 2.6239 3.4157 0.5600
H 0.4979 -1.1586 -2.7642
H 1.6158 -0.7208 -1.4473
H 1.7479 0.1898 -2.9634
H -0.7873 -2.2211 0.6140
H 0.0354 -3.0703 -0.6689
H 2.1900 1.1633 0.1198
H 1.8897 2.1696 -1.2206
H -0.9743 -0.2709 -1.5423
H -0.5911 1.1150 -2.4420

80
Properties=species:S:1:pos:R:3 method="wB97M-V/def2-TZVPD" charge=+1 lumo_ha="-0.1096 / -0.1212" spin_multiplicity=4 gap_ev="7.303 / 6.987" de_lowest_kcal_mol=0.0 homo_ev="-10.285 / -10.285"
Cr 0.6013 -1.4455 1.1859
Cl 5.8153 -1.5418 5.9819
C 4.8415 -1.4548 4.5560
C 3.4646 -1.4041 4.6711
C 2.7383 -1.3376 3.5015
Cl 0.9741 -1.2747 3.5523
C 3.2782 -1.3232 2.2153
O 2.5342 -1.2674 1.1299
C 4.6792 -1.3773 2.1611
Cl 5.4308 -1.3711 0.6076
C 5.4482 -1.4401 3.3069
H 2.9849 -1.4150 5.6393
H 6.5253 -1.4810 3.2279
O -1.2109 -0.3380 -1.1277
C -0.2921 -1.0458 -1.5097
O 0.5073 -1.7030 -0.6941
C 0.0425 -1.2072 -2.9501
C -0.8583 -0.7465 -3.8995
C -0.5981 -0.8678 -5.2658
C 0.5926 -1.4529 -5.6175
O 1.0788 -1.6743 -6.8651
C 2.3448 -2.3199 -6.6994
O 2.5948 -2.4305 -5.2971
C 1.5003 -1.9080 -4.6711
C 1.2588 -1.8064 -3.3303
H -1.7750 -0.2851 -3.5597
H -1.2940 -0.5160 -6.0136
H 3.1232 -1.7135 -7.1629
H 2.3042 -3.3152 -7.1439
H 1.9624 -2.1583 -2.5900
C -2.7443 -3.1935 0.0018
Te -1.9548 -2.1545 1.6949
C -3.4720 -0.7400 1.1682
C -4.5705 -1.6301 0.6471
C -5.9089 -1.2783 0.7374
C -6.8867 -2.1322 0.2448
C -6.5285 -3.3409 -0.3310
C -5.1903 -3.7013 -0.4169
C -4.2102 -2.8483 0.0672
H -2.5520 -4.2609 0.0717
H -2.2588 -2.7823 -0.8809
H -3.0362 -0.1052 0.3984
H -3.7696 -0.1517 2.0326
H -6.1901 -0.3371 1.1932
H -7.9295 -1.8572 0.3258
H -7.2903 -4.0136 -0.7009
H -4.9122 -4.6493 -0.8608
N 1.1790 5.5829 0.0701
C 0.8725 6.8969 0.3461
C 1.3440 8.1022 -0.1708
C 0.7925 9.2499 0.3540
C -0.1945 9.2077 1.3584
C -0.6557 8.0146 1.8636
C -0.1099 6.8367 1.3443
N -0.3861 5.5224 1.6588
C 0.3928 4.8142 0.8879
C 0.4134 3.3534 0.9061
C 1.2576 2.5870 0.1094
C 1.2219 1.2122 0.2067
N 0.3950 0.5734 1.0423
C -0.4351 1.3093 1.8001
C -0.4559 2.6802 1.7667
H 1.8496 5.2614 -0.6048
H 2.1027 8.1380 -0.9410
H 1.1251 10.2110 -0.0141
H -0.5942 10.1387 1.7364
H -1.4120 7.9735 2.6352
H 1.9533 3.0332 -0.5870
H 1.8748 0.5897 -0.3903
H -1.1074 0.7678 2.4535
H -1.1295 3.2473 2.3925
C 1.8427 -4.3104 -0.2064
S 1.3023 -3.8514 1.4465
C 0.0545 -5.1109 1.7844
H 0.9935 -4.3539 -0.8838
H 2.3609 -5.2652 -0.1544
H 2.5254 -3.5284 -0.5295
H 0.5595 -6.0282 2.0773
H -0.5565 -5.2874 0.9013
H -0.5688 -4.7694 2.6088

13
Properties=species:S:1:pos:R:3 method="wB97M-V/def2-TZVPD" charge=0 lumo_ha=0.0262 gap_ev=9.653 de_lowest_kcal_mol=55.0 homo_ev=-8.941
C 0.9770 0.3838 2.1155
C -0.2965 0.4323 1.7335
C -0.3467 -0.2574 0.4552
C 0.1605 -0.7842 -0.5140
C 0.3244 -1.1706 -1.9063
H 1.7683 -0.2179 1.7003
H 1.2085 0.9664 3.0405
H -1.1096 0.9574 2.2564
H 1.4068 -1.5111 -1.9684
H 0.2483 -0.4162 -2.5937
H -0.4658 -1.7706 -2.1387
Br -2.5822 2.0493 -0.9803
H -1.2930 1.3388 -1.1999

19
Properties=species:S:1:pos:R:3 method="wB97M-V/def2-TZVPD" charge=0 lumo_ha=0.0252 gap_ev=9.006 de_lowest_kcal_mol=43.0 homo_ev=-8.321
C -1.9213 -1.4156 1.1316
C -2.0790 -1.1568 -0.1738
C -1.0877 -1.2483 -1.3336
C 0.1543 -0.8043 -1.0803
P 0.5863 0.0310 0.5389
C 2.2923 -0.6785 0.7818
S 1.4123 1.7607 -0.3285
C 0.1364 2.9973 -0.2115
H -2.6660 -1.2980 1.9034
H -0.9861 -1.8951 1.3938
H -3.0780 -0.6439 -0.3397
H -1.5060 -1.2891 -2.3275
H 0.9986 -1.1093 -1.8070
H 2.7907 -0.3648 1.7194
H 2.1559 -1.7234 0.8825
H 2.9988 -0.6726 -0.0473
H -0.5469 2.6320 0.6144
H -0.3559 2.9740 -1.2278
H 0.7011 3.9045 -0.0887

32
Properties=species:S:1:pos:R:3 method="wB97M-V/def2-TZVPD" charge=+2 lumo_ha="-0.3952 / -0.3961" gap_ev="4.673 / 4.616" de_lowest_kcal_mol=0.6 homo_ev="-15.427 / -15.395"
Ru -0.0299 0.0045 0.0172
O 0.5880 -5.5114 1.7378
C -0.5211 -4.9832 2.2312
O -1.2855 -5.5709 2.9348
C -0.8368 -3.5532 1.8826
C -1.9816 -2.9237 2.3595
N -1.9969 -1.6746 1.8916
N -0.9202 -1.4358 1.1256
C -0.2097 -2.5895 1.1213
C 1.0441 -2.5619 0.3251
O 1.7847 -3.4863 0.2144
O 1.2569 -1.3569 -0.2689
H 1.1026 -4.8981 1.1808
H -2.7559 -3.3234 2.9974
H -2.6919 -0.9607 2.0543
I -3.4268 3.9242 0.6476
C -1.6878 3.8413 -0.4106
C -1.2193 4.9236 -1.1181
C -0.0199 4.8612 -1.8460
I 0.5540 6.5388 -2.8472
C 0.7758 3.6533 -1.8829
C 1.9738 3.4856 -2.5694
C 2.6353 2.2574 -2.5141
C 2.1009 1.2236 -1.7839
N 0.9333 1.3645 -1.1064
C 0.2960 2.5561 -1.1626
C -0.9180 2.6037 -0.4199
O -1.2608 1.5536 0.1964
H -1.7897 5.8422 -1.1118
H 2.3919 4.3029 -3.1439
H 3.5674 2.1068 -3.0405
H 2.5835 0.2571 -1.7168

26
Properties=species:S:1:pos:R:3 method="wB97M-V/def2-TZVPD" charge=0 lumo_ha=-0.0089 gap_ev=8.904 de_lowest_kcal_mol=167.5 homo_ev=-9.147
C 2.4332 1.0884 3.4511
C -2.3094 -2.2371 0.5455
C 1.3243 0.7039 2.8229
C -1.3051 -1.9822 -0.3020
C 1.3784 0.9024 1.3923
C -1.5199 -1.7907 -1.7332
C 0.6253 1.0553 -0.4767
C 0.0084 0.0048 -2.5764
C -0.5058 0.9996 -1.4905
N 0.4047 0.2626 0.6948
N 0.3201 1.6832 0.7635
N 0.9813 0.4329 -3.2674
N -0.8376 -1.0838 -2.5831
O -1.6613 0.9035 -0.7093
H 2.5147 1.2378 4.5308
H 3.3685 1.3386 2.8005
H -2.1911 -1.9459 1.6632
H -3.3840 -2.4379 0.1919
H 0.4383 0.2804 3.2873
H -0.2982 -1.7741 0.0971
H 2.2945 1.1718 0.9581
H -2.4569 -2.3350 -2.1071
H 1.5856 1.0249 -0.8111
H 1.5484 -0.0816 -3.9217
H -0.3900 2.0930 -2.0196
H -2.3662 0.4854 -1.2009

22
Properties=species:S:1:pos:R:3 method="wB97M-V/def2-TZVPD" charge=0 lumo_ha=0.0263 gap_ev=8.662 de_lowest_kcal_mol=0.0 homo_ev=-7.948
C 1.1914 -2.3659 -0.6911
C 2.4333 -1.9336 -0.5266
C 2.3313 -0.3282 -0.4417
C 1.1710 -0.1348 -1.3112
C 0.2357 -1.1582 -0.7637
C -0.1317 -0.6665 0.7045
C -1.1428 0.4063 0.7292
C -1.3117 1.5786 0.0864
C -2.4260 2.3562 0.5390
C -2.9425 1.9446 1.7330
S -2.2192 0.4015 2.1160
Se 1.6100 0.1614 1.3911
H 0.8427 -3.3254 -0.9582
H 3.3957 -2.4009 -0.3269
H 3.2749 0.2347 -0.5618
H 1.4769 -0.2912 -2.4031
H 0.7064 0.8521 -1.3026
H -0.7273 -1.4133 -1.1403
H -0.5135 -1.4709 1.4939
H -0.8244 1.8416 -0.8963
H -2.6746 3.3841 0.2080
H -3.7555 2.3279 2.3224

12
Properties=species:S:1:pos:R:3 method="wB97M-V/def2-TZVPD" charge=-1 lumo_ha=0.1461 gap_ev=6.846 de_lowest_kcal_mol=54.2 homo_ev=-2.871
C -0.3537 -0.4273 -0.3220
C -0.2869 0.5394 0.8750
C 0.3102 -2.3905 -0.5452
C -0.0017 1.8848 0.8398
O 0.3701 -2.4704 -1.7432
O 0.4864 -2.9924 0.4741
O 0.5536 2.3209 -0.3196
H -1.3417 -0.8651 -0.4705
H 0.2170 0.1035 -1.1761
H -0.4954 0.0533 1.8078
H 0.2637 2.5680 1.6421
H 0.2784 1.6758 -1.0623

11
Properties=species:S:1:pos:R:3 method="wB97M-V/def2-TZVPD" charge=0 lumo_ha=0.0075 gap_ev=8.416 de_lowest_kcal_mol=56.2 homo_ev=-8.213
S 2.9938 0.5371 0.0491
C 1.4348 -0.0187 -0.3135
O 1.1314 -1.3752 -0.1107
C -0.1689 -1.4712 0.1277
C -0.6718 -0.1941 0.0595
S -2.3626 0.3445 -0.0093
N 0.2679 0.6469 -0.3382
S -0.0604 2.2993 -0.0847
H -0.6003 -2.5011 -0.2354
H -3.1280 -0.8234 0.0579
H 1.1641 2.5559 0.7977

77
Properties=species:S:1:pos:R:3 method="wB97M-V/def2-TZVPD" charge=+1 lumo_ha=-0.1256 gap_ev=6.847 de_lowest_kcal_mol=4.6 homo_ev=-10.266
Y 0.5705 -0.8477 -0.3050
C 1.6592 -3.2508 -2.7396
N 1.9670 -1.9045 -2.2358
C 2.1432 -1.0084 -3.3894
C 3.2224 -2.0054 -1.4441
C 3.7357 -0.6499 -0.9790
N 2.5948 0.1424 -0.5370
C 2.6902 1.5031 -0.6320
C 1.5461 2.2333 -0.9672
F 0.4090 1.4997 -1.2563
C 1.4866 3.6050 -1.0204
F 0.3295 4.1976 -1.3382
C 2.6146 4.3563 -0.7553
C 3.7733 3.6703 -0.4387
F 4.8825 4.3554 -0.1552
C 3.8222 2.2891 -0.3743
F 4.9631 1.6930 0.0043
H 2.4621 -3.6122 -3.3921
H 1.5512 -3.9464 -1.9093
H 0.7360 -3.2322 -3.3160
H 2.9889 -1.3279 -4.0094
H 1.2434 -1.0324 -4.0053
H 2.3153 0.0130 -3.0574
H 3.0003 -2.6369 -0.5791
H 3.9915 -2.5159 -2.0367
H 4.4817 -0.8231 -0.1983
H 4.2572 -0.1452 -1.7997
H 2.5950 5.4350 -0.7956
S -5.0034 -1.4168 -2.8027
C -6.6227 -1.9504 -2.9187
C -7.3265 -1.6715 -1.7889
C -6.5370 -1.0258 -0.8024
C -5.2463 -0.8268 -1.2015
C -4.1601 -0.1991 -0.4434
C -2.8363 -0.6451 -0.5904
N -1.8034 -0.1397 0.0573
C -2.0286 0.8668 0.9398
C -3.3111 1.3858 1.1617
C -3.4869 2.4644 2.0936
C -2.4351 2.9850 2.7558
C -1.1096 2.4711 2.5541
C 0.0151 3.0002 3.2056
C 1.2680 2.4758 2.9724
C 1.3426 1.3718 2.1004
N 0.3088 0.8692 1.4607
C -0.9125 1.4096 1.6657
C 2.4861 3.0435 3.5494
C 2.6430 4.2784 4.1182
C 3.9726 4.5308 4.5335
C 4.8036 3.4841 4.2728
S 3.9854 2.1935 3.5178
C -4.3788 0.8349 0.4404
H -6.9725 -2.4280 -3.8192
H -8.3682 -1.9239 -1.6603
H -6.9051 -0.7473 0.1750
H -2.6306 -1.4668 -1.2639
H -4.4856 2.8522 2.2467
H -2.5716 3.8014 3.4533
H -0.1179 3.8283 3.8906
H 2.2966 0.9008 1.8912
H 1.8415 4.9966 4.2169
H 4.2985 5.4474 5.0011
H 5.8572 3.4042 4.4847
H -5.3760 1.2372 0.5724
C -1.7381 -3.6234 -2.2340
C -1.1366 -4.0416 -0.9255
C -1.3545 -5.3120 -0.4263
C -0.7544 -5.6256 0.7836
N 0.0091 -4.7785 1.4576
C 0.1824 -3.5691 0.9267
S 1.1947 -2.4164 1.7440
N -0.3801 -3.1670 -0.2477
H -2.8244 -3.5513 -2.1516
H -1.5233 -4.3642 -3.0043
H -1.3483 -2.6621 -2.5698
H -1.9613 -6.0297 -0.9589
H -0.8909 -6.6052 1.2288

99
Properties=species:S:1:pos:R:3 method="wB97M-V/def2-TZVPD" charge=-1 lumo_ha="0.0710 / 0.0710" spin_multiplicity=6 gap_ev="3.224 / 3.226" homo_ev="-1.291 / -1.294"
Dy 0.7703 -0.2471 0.5739
C -4.6932 -0.9756 3.5747
C -3.2905 -1.4167 3.2550
C -3.0730 -2.6403 2.6081
C -1.8210 -3.0987 2.2219
C -0.6802 -2.2209 2.3254
N 0.4490 -2.4077 1.5652
C 0.9580 -3.6414 1.2468
C 0.6720 -4.8075 2.0426
C 0.9611 -6.0695 1.5980
C 1.6613 -6.3213 0.4015
C 1.8532 -7.7319 -0.0994
C 2.1715 -5.2310 -0.2897
C 1.8556 -3.9053 0.1376
N 2.4518 -2.8662 -0.5402
C 2.8208 -2.9041 -1.9339
C 3.3351 -1.7042 -2.2484
C 3.3194 -0.8025 -1.0046
N 2.6228 -1.6510 0.0032
C -0.9163 -1.0880 3.1712
C -2.1750 -0.6134 3.5612
N 0.1981 -0.2920 3.6532
C 0.3404 0.4888 4.7661
C 1.6298 0.9403 4.8598
C 2.2399 0.4339 3.7073
N 1.4036 -0.2653 2.9415
H -5.3807 -1.8081 3.4455
H -5.0159 -0.1326 2.9393
H -4.7364 -0.6208 4.6380
H -3.9680 -3.2419 2.3867
H -1.6697 -4.0732 1.7722
H 0.1770 -4.6588 3.0079
H 0.5930 -6.9362 2.1600
H 1.0740 -8.4017 0.2580
H 2.8064 -8.1498 0.2724
H 1.9301 -7.7575 -1.1887
H 2.8583 -5.4174 -1.1415
H 2.6441 -3.7820 -2.5422
H 3.7509 -1.3781 -3.1997
H 4.3762 -0.6202 -0.6656
H -2.2708 0.3791 4.0600
H -0.4227 0.5973 5.5264
H 2.0327 1.5469 5.6364
H 3.2665 0.5676 3.3878
C 4.1787 1.5783 -2.4702
C 2.9631 1.6233 -1.5642
C 1.6904 1.9577 -2.3476
C 3.2444 2.7205 -0.5062
N 2.5809 0.3924 -0.8472
H 4.3421 2.5571 -2.9462
H 4.0007 0.8681 -3.2884
H 5.1243 1.3151 -1.9866
H 1.7557 2.9450 -2.8245
H 0.8557 1.9951 -1.6510
H 1.4622 1.1752 -3.1036
H 3.6005 3.6198 -1.0100
H 3.9695 2.3748 0.2594
H 2.2713 2.9194 -0.0379
C -5.6832 0.0461 -4.9957
C -4.5187 -0.2804 -4.0957
C -3.1812 -0.1713 -4.4921
C -2.1095 -0.4924 -3.6542
C -0.7488 -0.3973 -4.2804
C -2.3932 -0.8341 -2.3203
C -3.7338 -0.9541 -1.8543
C -4.0876 -1.3723 -0.4671
C -4.7560 -0.7038 -2.7747
C -1.2244 -0.8018 -1.3022
O -0.2277 -1.5995 -1.3284
O -1.2699 0.1407 -0.4469
H -5.3546 0.5599 -5.9126
H -6.3715 0.7353 -4.4794
H -6.2585 -0.8525 -5.3175
H -2.9340 0.1683 -5.5104
H -0.7824 -0.7965 -5.3168
H 0.0191 -0.9522 -3.7093
H -0.4558 0.6622 -4.4086
H -3.9064 -0.5595 0.2623
H -3.4916 -2.2211 -0.1379
H -5.1448 -1.6734 -0.4105
H -5.7956 -0.8209 -2.4335
N 0.1746 1.9107 1.1129
C 0.2466 3.0930 1.2586
N 0.4235 4.3574 1.2809
C -0.1552 5.1966 0.1880
C 0.0963 6.6617 0.3899
C 1.5357 6.9753 0.8453
C 2.1396 6.0208 1.8975
C 1.1595 4.9818 2.3923
H -1.2615 4.9898 0.1730
H 0.1961 4.8420 -0.7956
H -0.6267 7.0978 1.1086
H -0.0932 7.1729 -0.5784
H 1.5340 8.0025 1.2904
H 2.1980 7.0682 -0.0377
H 2.5359 6.5519 2.7881
H 3.0588 5.5226 1.5013
H 0.4271 5.4175 3.1082
H 1.6727 4.1919 2.9364

These records have calculated total energy values of -20078.402, -11494.110, -19780.996, -12384.640, -136641.572, -75337.433, -26522.149, -48104.055, -17528.058, -86711.474, -10370.646, -39200.006, -90108.632, -82358.702 eV, in the order they appear.